Record 1
Here is a 12-piece molecular cluster, C4H30NO14 overall in a non-equilibrium geometry from the OMol25 dataset. Energies are from ωB97M-V/def2-TZVPD.

Summary:
Charge: -1
LUMO (Eh): 0.095
HOMO energy (hartree): -0.235
ΔE to the lowest compared entry with this formula, charge and spin (kcal per mole): 59.8
Gap between HOMO and LUMO (eV): 8.97
Calculated total energy (a.u.): -1278.6208

XYZ file:
```
49
Properties=species:S:1:pos:R:3:forces:R:3
C 2.179 1.220 -1.356 2.3674 2.8555 -0.6192
O 1.935 2.515 -1.968 -0.4460 0.5987 -0.3045
C 1.478 0.925 -0.022 0.8800 0.7548 -0.5855
C 1.230 -0.550 -0.129 -1.4269 -1.6429 1.7742
C 0.794 -1.175 1.208 -0.7898 -0.2968 0.6982
O 0.482 -0.416 2.171 0.9415 0.6151 0.0993
O 0.722 -2.425 1.297 0.4391 0.0810 -0.0784
N 0.336 1.841 0.231 1.1139 -0.6090 -0.5472
H 1.893 0.632 -2.201 -0.3041 -1.1558 0.0638
H 3.339 1.233 -1.325 -1.7324 -0.7882 0.5601
H 2.162 1.155 0.839 -0.3785 -0.4098 -0.8852
H 2.058 -1.212 -0.359 0.7273 0.6172 -0.5119
H 0.471 -0.852 -0.875 0.1623 0.5281 0.2277
H -2.130 -0.732 1.968 0.7377 0.4368 0.2838
H -2.944 -1.631 -2.997 -0.4476 -0.2093 -0.2738
H 0.192 1.794 1.230 -0.5374 0.0627 -0.0857
H 1.737 3.262 -1.393 0.2441 -0.4693 0.6829
H -1.799 -2.477 -2.690 -0.2282 -0.3414 -0.7819
O -2.649 -2.536 -3.175 0.2660 0.4857 0.9536
H 1.225 -3.698 0.296 -1.1119 0.4157 -0.7308
H 0.320 -4.154 -0.998 -0.0149 0.4192 0.8686
O 1.181 -4.187 -0.567 0.5416 -1.4203 0.0955
H -2.982 -0.500 -0.512 -0.1207 0.1531 0.1011
H -1.398 0.695 1.855 0.3725 -0.6248 0.4097
O -2.017 0.085 1.454 -1.5443 0.0212 -0.8292
H -0.096 -0.584 -3.270 -0.0385 0.0142 -0.0153
H 0.766 -1.847 -3.095 -0.2915 0.0874 0.0573
O -0.143 -1.551 -3.295 0.7898 0.0569 0.1625
H -0.795 -2.897 3.299 0.1738 0.0997 -0.3299
H -0.497 -1.389 3.362 -0.0231 -0.3485 -0.6841
O -1.222 -2.046 3.419 -0.5129 0.2021 0.8592
H 2.883 -2.998 -1.545 0.1593 0.8563 -0.0246
H 1.968 -3.757 -2.240 -0.5476 0.1295 -0.4091
O 2.378 -2.888 -2.362 0.8015 -0.4201 -0.2994
H -0.239 4.307 0.969 -0.2716 0.0694 0.0979
H -0.200 3.748 -0.396 -0.1268 0.3291 0.3647
O -0.481 4.559 0.071 0.2779 -0.1316 -0.3983
H -3.822 0.728 -0.315 0.0514 -0.0466 0.0816
H -0.507 1.574 -0.262 -0.0608 -0.4166 0.2817
O -3.700 -0.002 -0.930 0.2058 -0.0633 -0.2222
H -0.480 3.084 3.426 0.1471 0.0326 -0.2839
H -1.740 2.398 3.194 -0.2301 -0.1062 -0.3610
O -1.094 2.916 2.695 0.0310 0.1327 0.6971
H -1.299 1.383 -2.410 -0.1425 -0.3065 -0.3586
H -0.101 2.275 -2.451 0.6557 -0.3071 -0.4176
O -0.463 1.486 -2.888 -0.7347 0.2635 0.5546
H 0.208 0.360 4.892 -0.0850 0.0455 0.0123
H 0.677 1.094 3.664 -0.2310 -0.3208 -0.1183
O 0.186 1.234 4.488 0.2924 0.0710 0.1685
```
Positions in Å, forces in eV/Å.

Results of the Löwdin charge analysis, in e, for atoms 1 through 6: number 1, C, carries -0.190; number 2, O, carries -0.122; number 3, C, carries -0.331; number 4, C, carries -0.078; number 5, C, carries -0.607; number 6, O, carries -0.102

=====

Record 2
Here is C43H41BN12O4PbSe as an isolated structure from the OMol25 dataset. Energies are from ωB97M-V/def2-TZVPD.

Summary:
Charge: 0
LUMO (Eh): -0.036
HOMO energy (hartree): -0.299
ΔE to the lowest compared entry with this formula, charge and spin (kcal per mole): 0.0
Gap between HOMO and LUMO (eV): 7.16
Calculated total energy (a.u.): -5240.5281

XYZ file:
```
103
Properties=species:S:1:pos:R:3:forces:R:3
Pb -0.182 0.369 -0.130 -0.0303 0.0592 -0.0753
O 3.805 1.916 -1.180 0.0259 -0.0579 -0.0097
C 2.867 1.440 -0.560 -0.0848 0.1813 0.0014
O 1.830 0.882 -1.050 0.0014 -0.0609 0.0063
C 2.925 1.546 0.966 0.0786 -0.0674 -0.0088
C 4.051 2.118 1.560 -0.0069 0.0084 0.0107
C 4.118 2.205 2.935 -0.0113 -0.0022 0.0017
C 3.057 1.718 3.687 0.0046 -0.0063 -0.0177
C 1.988 1.162 3.008 -0.0127 0.0284 0.0141
N 1.912 1.074 1.679 -0.0152 0.0203 0.0047
C 0.866 0.613 3.814 0.0833 -0.0678 0.0496
O 0.723 0.757 5.007 -0.0240 0.0260 -0.0008
O 0.000 -0.140 3.118 -0.0492 0.0066 0.0169
H 4.836 2.471 0.908 0.0007 0.0005 -0.0003
H 4.979 2.644 3.422 0.0012 -0.0006 0.0002
H 3.040 1.760 4.766 0.0033 -0.0021 0.0001
C -3.467 2.765 -4.638 0.0053 -0.0020 0.0092
C -3.403 2.087 -3.310 -0.0003 -0.0159 -0.0176
C -4.423 1.526 -2.570 -0.0018 0.0011 -0.0019
C -3.798 1.040 -1.408 -0.0325 -0.0389 -0.0085
N -2.496 1.277 -1.451 0.0156 0.0702 0.0806
N -2.256 1.926 -2.612 0.0069 -0.0196 -0.0031
B -0.818 2.265 -3.048 0.0276 -0.0067 0.0086
N -0.065 0.935 -3.329 -0.0319 -0.0154 0.0114
N -0.253 -0.133 -2.520 0.0119 0.0077 -0.0345
C 0.415 -1.155 -3.050 -0.0231 0.0008 -0.0210
C 1.046 -0.749 -4.227 0.0289 0.0094 0.0259
C 0.721 0.589 -4.365 -0.0162 0.0056 -0.0013
C 1.139 1.536 -5.438 -0.0090 -0.0019 -0.0082
C 0.368 -2.475 -2.410 -0.0146 -0.0132 0.0080
C -0.777 -2.878 -1.722 -0.0059 0.0017 -0.0052
C -0.826 -4.122 -1.111 0.0110 -0.0027 0.0066
C 0.264 -4.979 -1.192 0.0028 -0.0016 -0.0241
C 1.406 -4.581 -1.875 -0.0019 -0.0071 -0.0064
C 1.459 -3.335 -2.479 0.0180 0.0021 0.0084
N -0.124 3.114 -1.943 0.0217 -0.0086 -0.0371
N -0.275 2.828 -0.631 0.0110 -0.0714 0.0365
C 0.338 3.789 0.057 0.0043 0.0210 -0.0049
C 0.918 4.707 -0.824 -0.0138 0.0050 -0.0118
C 0.599 4.242 -2.087 -0.0069 0.0204 0.0053
C 0.948 4.841 -3.406 0.0049 0.0014 0.0016
C 0.263 3.826 1.524 0.0302 0.0028 -0.0014
C -0.811 3.228 2.183 -0.0074 0.0039 -0.0144
C -0.907 3.277 3.565 0.0010 0.0069 -0.0014
C 0.066 3.933 4.309 0.0011 0.0023 -0.0046
C 1.132 4.538 3.658 -0.0059 -0.0014 0.0124
C 1.233 4.483 2.275 0.0005 -0.0100 -0.0044
C -4.403 0.376 -0.241 0.0280 -0.0116 -0.0060
C -3.964 0.679 1.046 0.0323 -0.0302 -0.0138
C -4.535 0.065 2.150 -0.0139 0.0101 0.0078
C -5.553 -0.863 1.983 -0.0033 -0.0058 -0.0068
C -5.995 -1.172 0.704 0.0006 0.0037 0.0103
C -5.426 -0.556 -0.400 -0.0013 0.0069 -0.0038
H -4.498 2.781 -4.987 0.0012 0.0026 -0.0010
H -2.862 2.246 -5.382 0.0000 -0.0028 0.0006
H -3.108 3.793 -4.579 0.0005 -0.0010 -0.0014
H -5.471 1.503 -2.818 0.0028 0.0095 -0.0027
H -0.834 2.909 -4.055 -0.0048 0.0102 0.0060
H 1.635 -1.344 -4.904 0.0017 -0.0031 0.0040
H 1.601 0.980 -6.251 0.0000 0.0037 -0.0035
H 1.873 2.247 -5.058 0.0037 -0.0091 0.0031
H 0.295 2.099 -5.834 0.0016 0.0010 0.0005
H -1.637 -2.219 -1.690 0.0028 0.0030 0.0003
H -1.722 -4.425 -0.584 -0.0055 0.0020 0.0218
H 0.221 -5.959 -0.733 -0.0005 0.0036 -0.0128
H 2.261 -5.244 -1.938 -0.0020 -0.0023 -0.0029
H 2.360 -3.013 -2.986 -0.0021 0.0069 0.0023
H 1.458 5.608 -0.587 -0.0035 0.0019 0.0005
H 1.481 5.777 -3.246 -0.0010 0.0015 -0.0043
H 0.060 5.043 -4.004 0.0000 0.0011 0.0008
H 1.595 4.177 -3.979 -0.0023 0.0016 0.0029
H -1.587 2.757 1.592 0.0053 0.0084 0.0086
H -1.751 2.815 4.063 -0.0017 0.0013 -0.0011
H -0.007 3.969 5.388 0.0015 -0.0002 -0.0011
H 1.895 5.050 4.231 -0.0006 0.0010 -0.0003
H 2.076 4.941 1.772 0.0008 -0.0003 0.0009
H -3.185 1.420 1.169 -0.0258 0.0044 0.0102
H -4.194 0.323 3.146 -0.0025 0.0068 -0.0080
H -6.000 -1.344 2.844 -0.0005 -0.0017 0.0001
H -6.784 -1.900 0.566 -0.0021 0.0025 0.0001
H -5.764 -0.805 -1.398 -0.0022 -0.0003 0.0034
Se -1.252 -0.767 4.311 0.0814 -0.0722 0.0139
C -1.846 -1.959 3.028 -0.1623 0.1587 -0.0679
N -2.238 -2.711 2.249 0.0569 -0.0987 0.0124
C 0.598 -5.812 2.397 -0.0016 0.0141 0.0118
C 2.103 -5.679 2.611 -0.0133 -0.0060 -0.0037
C 2.891 -6.175 1.405 0.0037 -0.0054 0.0049
C 2.499 -4.250 2.981 -0.0034 -0.0153 -0.0200
N 2.310 -3.289 1.901 0.0287 0.0304 0.0459
C 1.209 -2.676 1.460 -0.0223 -0.0074 -0.0219
N 1.550 -1.829 0.521 0.0051 -0.0681 -0.0292
N 2.889 -1.941 0.385 -0.0315 0.0335 0.0332
N 3.353 -2.807 1.205 0.0293 0.0110 0.0139
H 0.329 -6.854 2.220 0.0008 -0.0048 -0.0010
H 0.269 -5.242 1.526 0.0071 -0.0108 0.0285
H 0.035 -5.464 3.266 -0.0036 0.0018 -0.0014
H 2.379 -6.280 3.484 0.0026 -0.0066 -0.0012
H 2.656 -5.582 0.519 -0.0005 0.0058 -0.0069
H 2.643 -7.215 1.188 -0.0016 -0.0004 0.0020
H 3.967 -6.109 1.575 0.0004 0.0004 -0.0030
H 3.556 -4.194 3.234 0.0001 0.0002 -0.0012
H 1.921 -3.901 3.839 0.0050 0.0026 0.0003
H 0.213 -2.863 1.823 0.0155 0.0006 -0.0203
```
Positions in Å, forces in eV/Å.

Results of the Löwdin charge analysis, in e, for atoms 1 through 6: number 1, Pb, carries 1.406; number 2, O, carries 0.053; number 3, C, carries -0.607; number 4, O, carries -0.196; number 5, C, carries -0.169; number 6, C, carries 0.030

=====

Record 3
Here is C30H46O3OsP2 as an isolated structure in a non-equilibrium geometry from the OMol25 dataset. Energies are from ωB97M-V/def2-TZVPD.

Summary:
Charge: +2
Spin multiplicity: 5
LUMO (alpha / beta) (Eh): -0.157 / -0.356
HOMO energy (alpha / beta) (hartree): -0.444 / -0.494
ΔE to the lowest compared entry with this formula, charge and spin (kcal per mole): 0.0
Gap between HOMO and LUMO (alpha / beta) (eV): 7.79 / 3.74
<S²>: 6.05
Calculated total energy (a.u.): -2169.1388

XYZ file:
```
82
Properties=species:S:1:pos:R:3:forces:R:3
Os -0.677 -0.626 1.282 0.8122 1.6851 2.1065
C -2.037 -1.217 2.958 -0.0908 -1.1306 0.2853
C -1.662 -2.321 2.100 -0.4197 -0.6854 0.4954
C 0.210 -1.664 3.339 -0.3117 -0.1159 -0.5518
C -0.883 -0.840 3.731 -0.1192 -0.1357 -0.8516
C -0.238 -2.544 2.294 -0.4876 -0.3375 0.7584
C -3.435 -0.737 3.181 -0.0272 0.0781 0.0180
H -4.037 -0.855 2.274 0.0443 0.0586 0.2643
H -3.433 0.318 3.479 -0.1706 -0.1731 -0.0984
H -3.912 -1.316 3.985 0.1337 0.1324 -0.1760
C -0.864 0.195 4.799 0.1632 0.3604 0.0956
H -1.707 0.888 4.693 0.2614 -0.1372 0.1000
H 0.073 0.765 4.752 -0.1952 -0.0392 0.0980
H -0.921 -0.269 5.796 -0.0253 0.0706 -0.2858
C 1.571 -1.665 3.938 0.3379 0.2668 -0.0284
H 1.587 -2.241 4.876 -0.0976 0.0698 -0.2424
H 1.891 -0.644 4.176 0.0136 -0.2328 -0.0356
H 2.304 -2.104 3.253 -0.1191 0.1499 0.2206
C 0.555 -3.675 1.722 0.1444 -0.0530 0.0426
H 0.509 -4.543 2.395 0.0236 0.1989 -0.1906
H 1.607 -3.390 1.606 -0.1871 -0.1533 -0.0467
H 0.161 -3.980 0.750 0.1173 -0.0631 0.1807
C -2.593 -3.195 1.318 -0.0675 -0.1567 0.1484
H -2.885 -4.078 1.904 0.0313 0.1930 -0.1527
H -2.116 -3.543 0.397 -0.1212 -0.0142 0.1187
H -3.500 -2.647 1.048 0.1014 -0.1274 0.0181
C -1.126 1.273 0.501 -0.6915 0.6498 -0.1742
C -2.277 0.430 0.391 -0.1142 0.8528 -0.3664
C -2.691 -0.201 -0.910 -0.4894 -0.4187 -0.1922
C -1.570 -1.029 -1.558 -0.4942 -0.1826 -0.5960
C -0.509 -1.506 -0.592 0.6169 -0.2003 -0.6191
C 0.673 -0.745 -0.277 0.4821 -0.6700 -0.9495
C 0.926 0.608 -0.892 0.4613 0.4953 0.1092
C -0.198 1.638 -0.638 0.4847 0.3249 -0.2367
H -3.067 0.562 -1.612 0.1207 -0.0915 0.2302
H -1.118 -0.479 -2.395 0.0937 -0.0500 0.2480
H -3.548 -0.863 -0.711 0.2151 0.1786 -0.0449
H -0.761 1.828 -1.566 -0.0126 -0.0265 0.2576
H -1.243 2.082 1.228 0.1430 -0.3621 0.1068
H -3.106 0.703 1.047 0.2464 -0.2434 -0.0572
H 0.298 2.577 -0.347 -0.2924 -0.2434 -0.2978
H 1.854 0.992 -0.449 -0.2704 -0.1189 -0.1567
H 1.579 -1.316 -0.044 -0.2722 0.1541 -0.0304
H 1.106 0.508 -1.973 -0.0268 -0.1142 0.0773
H -2.035 -1.918 -2.007 0.1542 0.2145 -0.0136
H -0.369 -2.588 -0.607 -0.1371 0.2245 0.2680
P -0.691 0.846 -4.956 0.2591 0.9209 -2.0769
C -0.782 2.692 -5.007 -0.0161 -0.0563 1.0600
C -2.037 0.491 -6.174 -0.3142 -0.6262 0.7399
P 1.595 -0.953 -5.713 -0.0793 1.8655 -3.1302
C 0.758 0.669 -6.112 -0.0044 -0.3515 0.6829
C 1.045 -1.906 -7.201 -0.4230 -1.1139 0.9682
C 3.267 -0.491 -6.352 0.6572 -0.5153 1.4038
H 0.090 3.095 -4.475 -0.2880 0.0462 -0.1331
H -1.695 3.010 -4.485 0.2629 0.0884 -0.1736
H -0.790 3.061 -6.043 0.0188 -0.3277 0.1978
H -1.944 1.126 -7.067 0.1777 -0.1084 0.3175
H -2.993 0.696 -5.673 0.1418 -0.1260 -0.2853
H -2.011 -0.570 -6.457 -0.1329 0.2860 -0.0022
H 3.217 -0.122 -7.386 -0.4080 -0.1252 0.2842
H 3.907 -1.381 -6.300 0.0313 0.3202 -0.1157
H 3.683 0.283 -5.696 0.0758 -0.1948 -0.2451
H 1.480 1.481 -5.910 -0.3137 -0.3268 -0.1239
H 0.425 0.692 -7.168 0.3530 0.1190 0.4400
H 1.617 -2.844 -7.216 -0.2618 0.1605 -0.1521
H 1.228 -1.345 -8.128 0.0505 0.1520 0.4661
H -0.022 -2.147 -7.104 0.2540 -0.0406 -0.1958
O 0.481 3.438 3.259 1.6289 0.2228 2.1672
C 1.451 3.205 4.143 -1.6062 -0.1332 -1.6090
C 1.322 3.687 5.465 0.1424 0.1655 1.2614
C 2.102 3.129 6.469 -0.8727 0.7814 -0.1218
C 3.099 2.189 6.176 0.1805 -0.2370 0.1226
C 3.298 1.770 4.858 -0.0503 0.4501 -1.3156
C 2.509 2.281 3.825 0.2792 -1.2197 0.8632
C 2.454 1.533 2.516 0.5736 -0.9509 -1.7791
O 3.405 0.853 2.104 -1.5021 1.0868 1.0038
O 1.285 1.636 1.921 0.7317 0.1496 0.5655
H 0.669 2.680 2.492 0.5936 -0.6827 -0.4345
H 0.540 4.415 5.680 0.2304 -0.2231 -0.0345
H 1.903 3.395 7.508 0.1562 0.0657 -0.3357
H 3.692 1.749 6.982 -0.1978 0.2087 -0.2756
H 4.057 1.032 4.587 -0.2900 0.1885 0.1431
```
Positions in Å, forces in eV/Å.

Results of the Löwdin charge analysis, in e, for atoms 1 through 6: number 1, Os, carries 1.627; number 2, C, carries -0.309; number 3, C, carries -0.353; number 4, C, carries -0.225; number 5, C, carries -0.229; number 6, C, carries -0.326

=====

Record 4
Here is C21H19F2NO4 in the gas phase from the OMol25 dataset. Energies are from ωB97M-V/def2-TZVPD.

Summary:
Charge: 0
LUMO (Eh): 0.016
Structure (SMILES): COC(=O)c1cccc(C(=O)N2CCC[C@@H](C(=O)c3cc(F)ccc3F)C2)c1
HOMO energy (hartree): -0.342
ΔE to the lowest compared entry with this formula, charge and spin (kcal per mole): 2.1
Gap between HOMO and LUMO (eV): 9.76
Calculated total energy (a.u.): -1367.1224

XYZ file:
```
47
Properties=species:S:1:pos:R:3:forces:R:3
C 6.729 0.071 2.204 0.4289 0.0333 0.0321
O 5.490 0.071 1.511 -0.4073 -0.0313 -0.1073
C 5.565 0.278 0.186 0.3543 0.0405 0.0102
O 6.607 0.467 -0.391 -0.1060 -0.0231 0.0711
C 4.236 0.253 -0.471 -0.2656 -0.0043 -0.1545
C 4.175 0.464 -1.847 0.1262 -0.0186 0.2078
C 2.957 0.442 -2.500 -0.0274 0.0040 -0.0005
C 1.793 0.210 -1.787 -0.0178 -0.0126 0.1550
C 1.847 0.011 -0.410 0.1255 -0.1680 -0.2358
C 0.574 -0.289 0.316 0.2162 0.0305 0.1632
O -0.026 -1.336 0.146 -0.0724 -0.2534 -0.2013
N 0.145 0.658 1.185 -0.0750 -0.0256 0.0058
C 0.733 1.982 1.287 0.3387 0.4604 0.1406
C -0.343 3.027 1.586 -0.0547 -0.0945 -0.1705
C -1.568 2.784 0.709 0.0396 0.1012 0.0442
C -2.161 1.381 0.929 0.3256 0.1681 -0.0566
C -2.334 0.648 -0.392 -0.3797 0.1878 0.3704
O -1.660 0.887 -1.362 0.0839 -0.0779 -0.1104
C -3.333 -0.463 -0.392 -0.3740 -0.1842 -0.1994
C -2.933 -1.727 -0.814 -0.1819 -0.2300 0.0003
C -3.856 -2.756 -0.838 -0.0829 0.2902 0.0551
F -3.463 -3.980 -1.229 0.0424 -0.0707 -0.0160
C -5.181 -2.567 -0.481 0.2588 -0.0290 -0.0666
C -5.590 -1.307 -0.082 0.1181 0.1971 0.0543
C -4.666 -0.279 -0.036 0.1654 -0.2735 -0.0417
F -5.097 0.945 0.341 0.0236 0.0741 -0.0157
C -1.174 0.515 1.747 -0.3734 -0.2902 0.0901
C 3.066 0.027 0.249 0.0053 0.0349 -0.1252
H 7.213 1.046 2.115 -0.0245 -0.0943 0.0330
H 7.395 -0.689 1.790 -0.0437 0.0687 0.0698
H 6.497 -0.148 3.243 -0.0064 0.0133 -0.0562
H 5.097 0.639 -2.382 0.0637 0.0137 -0.0386
H 2.912 0.603 -3.566 0.0021 0.0150 -0.0849
H 0.833 0.191 -2.282 -0.0991 -0.0180 -0.0552
H 1.223 2.224 0.340 -0.0473 0.0269 0.1443
H 1.496 1.989 2.076 -0.0012 0.0706 -0.1253
H 0.065 4.018 1.383 0.0372 -0.0062 0.0824
H -0.624 2.999 2.640 0.0474 0.0521 0.0429
H -1.266 2.868 -0.338 -0.0569 0.0476 0.0648
H -2.325 3.543 0.904 -0.0116 0.0106 -0.0526
H -3.108 1.424 1.467 0.0036 -0.0832 -0.0783
H -1.902 -1.903 -1.077 0.0667 -0.0135 -0.0468
H -5.874 -3.392 -0.521 -0.0513 -0.0931 -0.0093
H -6.614 -1.112 0.193 -0.0964 0.0389 0.0188
H -1.449 -0.541 1.696 0.0314 0.1568 0.1361
H -1.167 0.831 2.792 -0.0449 -0.0478 -0.0499
H 3.116 -0.147 1.313 -0.0031 0.0069 0.1064
```
Positions in Å, forces in eV/Å.

Results of the Löwdin charge analysis, in e, for atoms 1 through 6: number 1, C, carries -0.047; number 2, O, carries -0.045; number 3, C, carries -0.456; number 4, O, carries 0.115; number 5, C, carries -0.112; number 6, C, carries -0.003

=====

The lowest charge belongs to which entry? C4H30NO14